# 1
63
Properties=species:S:1:pos:R:3:forces:R:3:lowdin_charge:R:1 method="wB97M-V/def2-TZVPD" homo_ev=-7.625 e_tot_ev=-36501.57026 smiles="Cc1ccccc1C(=O)N1CCC[C@H](CCC(=O)N2CCN(c3ccccn3)CC2)C1" orbital_gap_ev=8.30 relative_energy_kj_mol=42.6 total_charge=0
C 1.575 0.423 1.885 0.0 0.0 0.0 -0.017
C 1.279 -0.638 2.901 0.0 -0.1 -0.1 -0.213
C 1.525 -0.406 4.249 0.0 0.0 0.0 -0.040
C 1.281 -1.381 5.199 0.0 0.0 0.1 -0.080
C 0.780 -2.613 4.813 0.0 -0.1 0.0 -0.079
C 0.533 -2.862 3.476 0.0 0.1 -0.1 -0.026
C 0.785 -1.885 2.518 -0.2 0.1 0.3 -0.125
C 0.429 -2.195 1.095 0.1 -0.1 0.1 -0.423
O -0.630 -1.828 0.605 -0.2 0.2 0.0 0.056
N 1.311 -2.958 0.420 0.0 -0.1 -0.1 -0.029
C 2.659 -3.241 0.848 0.5 0.2 0.2 -0.134
H 2.797 -2.908 1.878 0.0 -0.1 -0.1 0.124
C 3.650 -2.542 -0.085 0.0 -0.3 0.0 -0.157
C 3.397 -2.961 -1.532 -0.1 0.2 0.0 -0.161
H 4.070 -2.420 -2.199 0.0 -0.1 -0.1 0.115
H 3.615 -4.028 -1.633 0.1 -0.1 0.0 0.116
C 1.941 -2.713 -1.947 0.1 0.0 0.1 -0.289
C 1.021 -3.397 -0.928 -0.3 0.0 -0.5 -0.098
H -0.027 -3.174 -1.129 0.1 -0.1 0.0 0.120
H 1.166 -4.482 -0.974 0.0 0.0 0.0 0.135
H 1.778 -3.186 -2.921 0.0 0.0 0.0 0.144
C 1.620 -1.220 -2.084 -0.1 -0.3 -0.1 -0.139
C 0.328 -0.978 -2.872 0.1 0.1 0.0 -0.089
C 0.167 0.504 -3.170 0.0 -0.4 0.0 -0.461
O 0.612 0.978 -4.201 0.2 -0.1 -0.4 0.048
N -0.435 1.282 -2.240 -0.1 0.4 0.2 -0.046
C -1.112 0.867 -1.034 -0.4 -0.3 0.1 -0.121
H -0.897 -0.165 -0.765 0.1 0.1 0.0 0.082
H -0.777 1.516 -0.215 0.0 -0.1 0.0 0.131
C -2.627 1.060 -1.211 0.2 -0.1 0.3 -0.115
N -2.914 2.442 -1.513 -0.1 -0.2 -0.3 -0.080
C -3.266 3.369 -0.572 -0.2 0.3 0.2 -0.288
N -3.146 4.649 -0.941 0.2 -0.2 -0.2 0.105
C -3.534 5.601 -0.114 -0.1 0.2 0.3 -0.154
C -4.060 5.364 1.142 0.0 0.0 0.1 -0.093
C -4.183 4.037 1.539 0.1 0.1 -0.1 -0.085
C -3.789 3.028 0.690 0.1 -0.1 0.1 -0.014
H -3.892 2.001 1.000 0.0 -0.1 0.0 0.093
H -4.588 3.793 2.512 0.0 0.0 0.0 0.104
H -4.360 6.175 1.786 0.0 0.1 0.0 0.092
H -3.407 6.609 -0.489 0.0 0.1 0.1 0.104
C -2.224 2.876 -2.711 0.3 0.2 -0.2 -0.128
H -2.450 3.928 -2.873 0.0 -0.2 -0.1 0.108
C -0.712 2.671 -2.560 -0.1 0.3 -0.4 -0.107
H -0.195 2.912 -3.490 0.0 0.0 0.2 0.120
H -0.336 3.308 -1.753 0.0 0.0 0.0 0.132
H -2.589 2.281 -3.554 0.0 0.0 0.0 0.131
H -3.147 0.728 -0.316 0.0 0.0 0.0 0.110
H -2.970 0.450 -2.055 0.0 0.0 0.1 0.134
H 0.408 -1.476 -3.841 -0.1 0.1 0.0 0.127
H -0.534 -1.380 -2.345 0.0 -0.1 0.0 0.105
H 1.533 -0.764 -1.097 0.1 0.1 0.1 0.104
H 2.438 -0.726 -2.612 0.0 0.1 0.0 0.131
H 3.535 -1.461 0.012 0.0 0.1 0.1 0.104
H 4.669 -2.801 0.208 0.0 0.0 0.0 0.115
H 2.820 -4.326 0.806 0.0 0.0 0.1 0.133
H 0.138 -3.817 3.163 0.0 -0.1 0.0 0.123
H 0.581 -3.376 5.550 0.0 -0.1 0.1 0.102
H 1.476 -1.178 6.242 0.0 0.0 0.1 0.103
H 1.912 0.556 4.554 0.0 0.1 0.0 0.113
H 0.935 0.312 1.015 0.0 0.1 -0.1 0.053
H 2.615 0.355 1.562 0.0 0.1 -0.1 0.087
H 1.424 1.413 2.310 0.0 0.1 0.0 0.086

# 2
70
Properties=species:S:1:pos:R:3:forces:R:3:lowdin_charge:R:1 method="wB97M-V/def2-TZVPD" homo_ev=-6.288 e_tot_ev=-86071.69989 orbital_gap_ev=6.31 relative_energy_kj_mol=40.0 total_charge=0
Pt 0.211 -0.070 0.528 -1.0 0.4 0.0 0.504
S 0.360 -2.137 1.475 0.2 -0.2 0.3 -0.045
S -1.090 -2.139 2.966 -0.4 0.0 -0.4 -0.123
S -0.741 -0.387 3.934 0.6 0.2 0.1 -0.110
S -0.536 1.017 2.377 -0.2 -0.1 0.4 -0.062
C 5.305 0.514 -1.089 0.0 0.0 0.0 -0.042
N 5.300 0.703 0.344 -0.1 0.1 0.0 -0.090
C 6.554 1.129 0.938 0.0 0.0 0.0 -0.172
C 6.312 1.771 2.287 0.0 0.0 0.0 -0.158
C 5.468 0.828 3.117 0.0 -0.1 0.0 -0.165
N 4.233 0.526 2.420 0.0 0.1 0.0 -0.081
C 3.094 0.131 3.239 0.0 0.0 0.0 -0.039
C 4.164 0.400 1.065 -0.1 -0.1 0.1 -0.471
O 3.121 0.050 0.504 0.4 0.1 -0.3 -0.051
H 5.506 1.458 -1.604 0.0 0.0 0.0 0.089
H 4.335 0.142 -1.398 0.0 0.0 0.0 0.068
H 6.075 -0.208 -1.381 0.0 0.0 0.0 0.092
H 7.029 1.836 0.254 0.0 0.0 0.0 0.120
H 7.236 0.275 1.045 0.0 0.0 0.0 0.127
H 5.776 2.715 2.155 0.0 0.0 0.0 0.123
H 7.261 1.976 2.783 0.0 0.0 0.0 0.117
H 5.209 1.274 4.077 0.0 0.0 0.0 0.122
H 6.031 -0.092 3.326 0.0 0.0 0.0 0.130
H 2.903 0.901 3.989 0.0 0.0 0.0 0.093
H 3.289 -0.819 3.743 0.0 0.0 0.0 0.100
H 2.212 0.018 2.620 0.0 0.0 0.0 0.001
C -8.030 -1.295 2.407 0.0 0.0 0.0 -0.057
C -6.884 -1.590 1.476 0.0 0.0 0.0 -0.285
C -5.603 -1.828 1.962 0.0 0.0 0.0 -0.036
C -4.557 -2.136 1.109 0.0 0.0 0.0 -0.017
C -4.775 -2.210 -0.261 0.1 0.0 -0.1 -0.210
N -3.641 -2.493 -1.068 -0.1 0.0 0.0 0.141
C -3.638 -2.831 -2.385 0.0 0.0 -0.1 -0.510
O -4.621 -2.996 -3.079 0.0 0.0 0.0 0.071
N -2.371 -3.023 -2.953 0.0 0.0 0.1 0.135
C -1.119 -2.555 -2.559 0.0 0.1 -0.1 -0.209
C 0.034 -3.181 -3.032 0.0 -0.1 0.0 0.010
C 1.273 -2.708 -2.650 0.0 0.1 -0.1 -0.033
C 1.348 -1.619 -1.798 0.1 0.1 -0.1 -0.133
N 0.247 -1.004 -1.362 0.4 -0.6 0.3 -0.135
C -0.956 -1.448 -1.738 0.0 0.1 -0.2 -0.098
C -6.044 -1.969 -0.774 0.0 0.0 0.0 -0.011
C -7.077 -1.664 0.101 0.0 0.0 0.0 -0.044
H -7.672 -0.922 3.365 0.0 0.0 0.0 0.074
H -8.615 -2.197 2.601 0.0 0.0 0.0 0.081
H -8.706 -0.554 1.980 0.0 0.0 0.0 0.075
H -5.410 -1.769 3.027 0.0 0.0 0.0 0.115
H -3.566 -2.308 1.516 0.0 0.0 0.0 0.063
H -2.773 -2.565 -0.558 0.0 -0.1 0.0 0.127
H -2.437 -3.474 -3.850 0.0 0.0 0.0 0.148
H -0.052 -4.036 -3.691 0.0 0.0 0.0 0.122
H 2.178 -3.187 -2.995 0.0 0.0 0.0 0.112
H 2.289 -1.218 -1.444 0.0 0.0 0.1 0.093
H -1.803 -0.892 -1.368 0.0 0.0 0.0 0.108
H -6.224 -2.032 -1.835 0.0 0.0 0.0 0.098
H -8.064 -1.475 -0.307 0.0 0.0 0.0 0.112
C 0.218 5.312 -2.840 0.0 0.0 0.0 -0.038
C 0.205 4.084 -1.977 0.0 0.0 0.0 -0.256
C 1.353 3.615 -1.352 0.0 0.0 0.0 -0.005
C 1.299 2.479 -0.566 -0.1 0.0 0.0 -0.092
N 0.163 1.796 -0.386 0.2 0.1 -0.3 -0.166
C -0.955 2.244 -0.969 0.0 0.1 0.1 -0.120
C -0.971 3.371 -1.763 0.0 0.0 0.0 -0.010
H 1.233 5.668 -3.007 0.0 0.0 0.0 0.078
H -0.353 6.114 -2.368 0.0 0.0 0.0 0.090
H -0.243 5.109 -3.807 0.0 0.0 0.0 0.087
H 2.296 4.131 -1.473 0.0 0.0 0.0 0.116
H 2.168 2.075 -0.064 0.0 0.0 0.0 0.101
H -1.854 1.678 -0.765 0.0 0.0 0.0 0.111
H -1.903 3.692 -2.210 0.0 0.0 0.0 0.121